14
Properties=species:S:1:pos:R:3 method="wB97M-V/def2-TZVPD" total_charge=+1 fmax_ev_per_a=2.8 relative_energy_ev=0.000 multiplicity=9 lumo_energy_ev="-6.4 / -6.2" s2=20.015 e_tot_ha=-2313.09076
N 1.38114 1.14891 0.30643
S 0.42406 1.88405 -0.66696
O 0.12951 3.23249 -0.18651
S 1.67631 -0.49157 -0.15429
O 1.41163 -1.30389 1.06275
C 3.54535 -0.25376 -0.14714
F 3.89234 0.63758 -1.05802
F 3.97491 0.12272 1.03926
F 4.07749 -1.42724 -0.45259
O -3.75746 -0.82794 1.86593
C -3.90056 -0.59950 0.62582
O -2.82069 -0.45612 -0.00524
O -5.01166 -0.78337 0.04071
Eu -5.02237 -0.88235 -2.27015